*w*
Formula: CH4NO3
Source: OMol25
Level of theory: the ωB97M-V functional and the def2-TZVPD basis

```
9
Properties=species:S:1:pos:R:3:mulliken_charge:R:1
O 1.69329 0.46536 0.41671 -0.49
O 0.28205 -1.36504 0.31191 -0.83
O -1.77620 -0.22892 0.30430 -0.50
N -0.68892 0.69776 0.29524 -0.37
C 0.50684 -0.13716 -0.15276 0.06
H 0.51050 -0.13178 -1.26887 0.25
H -1.09561 -1.03994 0.45602 0.36
H -0.80682 1.35795 -0.57439 0.23
H 1.70526 0.32579 1.44313 0.29
```

As for the SMILES: [O-][C@H](O)NO. The spin multiplicity is 1. As for the net charge: -1.

*x*
Formula: CH4NO3
Source: OMol25
Level of theory: the ωB97M-V functional and the def2-TZVPD basis

```
9
Properties=species:S:1:pos:R:3:mulliken_charge:R:1
O -2.29863 0.19725 0.74670 -0.60
O 1.75790 0.41651 -0.85049 -0.39
O -1.03453 -0.63604 -0.91896 -0.62
N 1.99174 0.40738 0.57835 -0.46
C -2.06020 -0.56403 -0.18680 0.03
H -2.85086 -1.52075 -0.30502 0.19
H 0.89510 -0.00312 -0.85546 0.39
H 2.63749 1.16927 0.86475 0.20
H 0.96199 0.53351 0.92692 0.26
```

The spin multiplicity is 1. As for the net charge: -1.

The least stable of them is *w*.

*w*
Formula: C7H14ClNS
Source: OMol25
Level of theory: the ωB97M-V functional and the def2-TZVPD basis

```
24
Properties=species:S:1:pos:R:3:mulliken_charge:R:1
Cl -0.18185 -0.89425 -3.47673 -0.21
S 3.20061 0.36089 0.78672 -0.16
N -0.38146 -1.66755 1.50499 -0.68
C 0.61000 0.25475 2.68519 -1.29
C -1.48462 -0.03787 -2.80253 0.45
C 0.87015 -0.90125 1.72249 0.59
C -0.97908 2.49871 -3.26274 0.30
C -1.45591 -0.21317 -1.34588 -1.19
C 1.53423 -0.49984 0.46681 -0.67
C -1.26366 1.35724 -3.03476 -1.09
H 0.01985 1.18981 2.35661 0.22
H 0.10080 -0.08581 3.60328 0.39
H -0.75856 -1.76449 2.58166 0.30
H -2.14517 0.62378 -0.92415 0.30
H 1.98084 -1.36027 -0.17249 0.30
H -0.54245 0.02397 -0.79651 0.12
H -2.35832 -0.49196 -3.21211 0.37
H -1.07675 -1.02790 1.05006 0.26
H -0.70734 3.44572 -3.47097 0.50
H 0.81881 -0.10680 -0.22080 0.09
H 1.58704 0.72914 3.01191 0.33
H 1.44813 -1.69901 2.26113 0.17
H 2.87099 1.41720 1.55416 0.09
H -1.70625 -1.15106 -0.86533 0.52
```

As for the SMILES: C#C[C@H](C)Cl.C[C@@H](N)CS. The spin multiplicity is 1. As for the net charge: 0.

*x*
Formula: C7H14ClNS
Source: OMol25
Level of theory: the ωB97M-V functional and the def2-TZVPD basis

```
24
Properties=species:S:1:pos:R:3:mulliken_charge:R:1
Cl 1.77198 -3.02032 -1.22742 -0.16
S -0.64921 -1.64544 -0.28253 -0.10
N 0.38673 -1.30227 -2.85428 -0.41
C -0.01984 0.07240 -3.12480 -0.69
C -0.14213 0.61723 1.16821 -0.21
C -1.14818 1.41164 1.52446 -0.07
C 1.06856 -1.44553 1.93050 -1.23
C -1.07667 2.91547 1.44795 -1.06
C 0.84327 -1.47373 -1.25635 -0.04
C -0.18301 -0.87373 1.33498 0.10
H 0.80427 1.06265 0.83532 0.16
H -0.37201 -1.89757 -3.10941 0.24
H -0.09992 0.27980 -4.18120 0.31
H -1.53209 3.27396 2.32655 0.34
H -1.65402 3.36010 0.50373 0.23
H -1.14247 0.35788 -2.85991 0.23
H 1.42604 -0.58534 -1.00137 0.26
H 1.08982 -1.32471 3.02601 0.37
H -1.06378 -1.05273 1.95110 0.30
H 0.05237 3.16473 1.34161 0.27
H 0.68272 0.82684 -2.61402 0.24
H 1.10101 -2.57478 1.97874 0.31
H -2.03639 0.97221 1.93713 0.35
H 1.89296 -1.11878 1.20500 0.26
```

As for the SMILES: C/C=C/[C@H](C)S[C@@H](Cl)NC. The spin multiplicity is 1. As for the net charge: 0.

The least stable of them is *w*.

*w*
Formula: C7H11N2O3
Source: OMol25
Level of theory: the ωB97M-V functional and the def2-TZVPD basis

```
23
Properties=species:S:1:pos:R:3:mulliken_charge:R:1
O 1.41510 2.35133 0.58988 -0.52
O -1.66360 -1.62996 1.21134 -0.60
O -0.07786 -2.63098 0.20378 -0.76
N 2.21004 -1.54455 0.53940 -0.17
N -0.90018 -1.76576 0.29762 1.14
C 1.92948 -0.39205 -0.41330 -1.03
C -2.28061 0.04858 -0.65291 -0.78
C -0.97437 2.06920 0.28417 -0.34
C 0.58777 0.27210 -0.20041 -0.51
C 0.38554 1.55368 0.22889 1.61
C -0.99679 -0.78777 -0.74781 -0.26
C -2.08314 1.45792 -0.18364 -0.73
H -0.66813 -1.15006 -1.72110 0.47
H -3.05375 1.86649 -0.16942 0.44
H 1.43649 -2.14270 0.69572 0.23
H 1.13334 3.25156 0.74276 0.32
H 2.29254 -0.88982 -1.34931 0.29
H 2.54382 -1.08887 1.37122 0.37
H -1.07968 3.14046 0.63712 0.21
H 2.56695 0.45479 -0.22875 0.46
H 3.06294 -2.00378 0.14130 0.39
H -2.94359 0.00149 -1.51442 0.40
H -2.84232 -0.44129 0.23787 0.37
```

The spin multiplicity is 1. As for the net charge: +1.

*x*
Formula: C7H11N2O3
Source: OMol25
Level of theory: the ωB97M-V functional and the def2-TZVPD basis

```
23
Properties=species:S:1:pos:R:3:mulliken_charge:R:1
O -3.30873 -0.66692 -1.08158 -0.51
O -0.65824 1.87177 1.04366 -0.54
O -0.49259 -1.47220 0.34375 -0.40
N 2.83755 1.19591 0.43373 -0.22
N 2.84429 -1.00244 -0.52175 0.10
C 0.40967 0.39091 -0.55998 -0.95
C -2.92240 -0.42441 0.24692 -0.79
C -1.38801 -0.33386 0.58637 -0.03
C -0.87223 0.96771 -0.03250 0.24
C 1.77684 -1.75379 -0.45416 -0.59
C 2.73643 0.36251 -0.55186 -0.37
C 0.55264 -1.01492 -0.37669 0.54
H -1.16940 -0.09382 1.66048 0.33
H 2.03115 -2.81864 -0.44646 0.46
H -3.38614 0.55168 0.68285 0.30
H -3.22740 -1.18055 0.90359 0.50
H 3.72573 -1.39094 -0.81893 0.30
H -0.47529 2.66481 0.56269 0.34
H 0.84516 0.92037 -1.30892 0.87
H -1.49517 1.39890 -0.83425 0.50
H 2.75199 2.21011 0.23697 0.30
H 2.68653 1.08196 1.49244 0.30
H -3.80239 -1.46415 -1.20635 0.32
```

The spin multiplicity is 1. As for the net charge: +1.

The least stable of them is *x*.